# 1
Density functional theory data (ωB97M-V/def2-TZVPD) for a cluster of 11 separate species, C41H83N3O22S6 in total at a distorted geometry.

Cartesian coordinates (Å):
C -3.325 0.672 -4.424
C -2.320 1.809 -3.912
O -3.039 2.620 -2.982
S -3.555 4.022 -3.342
C -2.116 4.910 -3.087
O -3.963 4.015 -4.749
O -4.539 4.303 -2.351
H -3.684 0.030 -3.581
H -2.744 0.080 -5.113
H -4.168 1.099 -4.987
H -1.456 1.470 -3.347
H -1.927 2.384 -4.769
H -1.846 5.042 -2.025
H -2.292 5.905 -3.533
H -1.277 4.538 -3.673
C 3.384 -0.750 -3.703
C 2.092 -1.496 -3.899
O 1.538 -1.089 -5.116
S -0.041 -1.049 -5.371
C -0.357 -2.585 -6.226
O -0.726 -0.976 -4.094
O -0.270 -0.097 -6.389
H 3.261 0.305 -3.613
H 4.017 -0.931 -4.592
H 3.928 -1.116 -2.812
H 2.300 -2.606 -3.964
H 1.247 -1.310 -3.144
H -0.476 -3.504 -5.616
H 0.318 -2.686 -7.051
H -1.326 -2.354 -6.710
C -5.618 -7.224 3.910
C -4.773 -6.200 3.257
O -5.528 -5.728 2.124
S -4.820 -4.874 1.034
C -5.198 -3.182 1.522
O -3.425 -4.966 1.162
O -5.458 -5.247 -0.165
H -6.532 -6.707 4.381
H -5.041 -7.677 4.689
H -5.875 -8.036 3.257
H -4.704 -5.303 3.873
H -3.794 -6.589 2.917
H -4.893 -2.692 0.590
H -4.561 -2.973 2.342
H -6.235 -2.986 1.743
C 5.014 -1.307 0.189
C 6.430 -1.859 0.006
O 6.989 -2.087 1.352
S 8.576 -2.206 1.547
C 8.907 -3.960 1.267
O 9.204 -1.473 0.489
O 8.866 -1.898 2.913
H 4.359 -1.534 -0.658
H 5.025 -0.202 0.300
H 4.672 -1.739 1.112
H 6.427 -2.827 -0.516
H 7.011 -1.086 -0.539
H 9.986 -4.008 1.486
H 8.750 -4.285 0.240
H 8.464 -4.599 2.001
C -1.472 -2.861 4.655
C -1.251 -1.946 3.467
O -1.051 -0.594 3.952
S -1.668 0.600 3.149
C -2.984 1.089 4.055
O -0.689 1.649 3.248
O -2.029 0.184 1.816
H -0.771 -2.814 5.474
H -1.726 -3.867 4.363
H -2.473 -2.463 5.032
H -0.299 -2.084 2.964
H -2.041 -2.003 2.675
H -2.549 1.400 4.963
H -3.677 0.281 4.159
H -3.325 1.890 3.430
C 3.041 1.413 4.473
C 3.526 1.349 3.001
O 3.784 2.679 2.507
S 3.302 3.080 1.035
C 1.629 3.682 1.328
O 4.133 4.186 0.682
O 3.258 1.855 0.231
H 2.935 0.365 4.839
H 2.049 1.843 4.408
H 3.711 2.038 5.022
H 4.474 0.801 2.848
H 2.746 0.923 2.368
H 1.775 4.750 1.464
H 1.196 3.167 2.137
H 1.199 3.431 0.388
C -5.640 1.045 -1.822
C -6.264 -0.211 -2.205
C -5.663 -1.390 -1.833
N -4.655 -1.423 -0.918
C -4.145 -0.260 -0.499
C -4.556 0.962 -0.968
H -6.012 1.965 -2.209
H -7.051 -0.322 -2.953
H -6.074 -2.303 -2.204
H -3.264 -0.329 0.192
H -4.056 1.906 -0.664
C 2.384 4.731 -4.861
C 2.500 4.464 -3.538
C 1.907 3.340 -2.991
N 1.148 2.520 -3.758
C 1.046 2.811 -5.077
C 1.671 3.851 -5.724
H 2.901 5.603 -5.242
H 3.185 4.913 -2.859
H 1.996 3.091 -1.941
H 0.433 2.199 -5.740
H 1.502 4.071 -6.793
C 4.398 -4.121 2.944
C 3.190 -4.698 3.113
C 2.172 -4.029 3.758
N 2.389 -2.789 4.295
C 3.600 -2.274 4.153
C 4.643 -2.850 3.469
H 5.166 -4.609 2.380
H 3.039 -5.697 2.822
H 1.220 -4.496 3.873
H 3.867 -1.335 4.673
H 5.537 -2.245 3.361
C -0.640 -3.335 -0.155
O 0.435 -3.339 0.807
C 1.508 -2.541 0.456
C 1.217 -1.029 0.398
O 0.570 -0.701 -0.756
C 0.371 0.702 -0.865
H -1.257 -4.231 -0.049
H -0.152 -3.394 -1.147
H -1.289 -2.432 -0.075
H 2.065 -2.744 -0.519
H 2.259 -2.656 1.253
H 2.190 -0.495 0.492
H 0.598 -0.693 1.269
H -0.054 0.956 -1.828
H 1.315 1.324 -0.865
H -0.255 1.064 -0.070
C -3.596 7.305 0.113
O -2.863 7.545 1.298
C -1.548 7.073 1.423
C -1.484 5.553 1.571
O -1.672 4.941 0.299
C -1.836 3.509 0.556
H -3.990 6.268 0.105
H -3.018 7.374 -0.811
H -4.459 8.024 0.104
H -1.268 7.552 2.343
H -0.853 7.198 0.544
H -2.246 5.155 2.224
H -0.521 5.249 2.065
H -2.735 3.373 1.138
H -0.933 3.125 1.070
H -1.985 2.982 -0.402

Summary:
HOMO level: -9.395 eV
Spin multiplicity: 1
LUMO energy: 0.120 eV
SMILES: CCOS(C)(=O)=O.CCOS(C)(=O)=O.CCOS(C)(=O)=O.CCOS(C)(=O)=O.CCOS(C)(=O)=O.CCOS(C)(=O)=O.c1ccncc1.c1ccncc1.c1ccncc1.COCCOC.COCCOC

These are the Löwdin partial charges, in e, on atoms 1 to 4:
1. C -0.023
2. C -0.210
3. O -0.303
4. S 0.528


# 2
Density functional theory data (ωB97M-V/def2-TZVPD) for an isolated molecule of C2H5N3O2 at a distorted geometry.

Cartesian coordinates (Å):
N -0.824 -1.592 -2.140
N -0.177 -0.739 -1.267
C -0.618 -0.780 -0.105
O -0.079 -0.099 0.941
C 1.001 0.753 0.657
N 1.423 1.657 1.375
O 0.747 1.920 2.607
H -1.716 -1.955 -1.808
H -0.981 -1.128 -3.058
H -1.648 -1.239 0.153
H 1.510 0.684 -0.321
H 1.363 2.517 2.966

Summary:
HOMO level: -8.961 eV
Energy above the lowest of the compared OMol25 structures with the same formula, charge and spin: 117.8 kcal per mole
Spin multiplicity: 1
LUMO energy: 1.005 eV
SMILES: N/N=C/O/C=N\O

These are the Löwdin partial charges, in e, on atoms 1 to 4:
1. N -0.027
2. N -0.035
3. C -0.252
4. O 0.005


# 3
Density functional theory data (ωB97M-V/def2-TZVPD) for a cluster of 4 separate species, C5H8O in total at a distorted geometry.

Cartesian coordinates (Å):
C -0.194 1.789 -0.752
C 0.654 0.778 -0.034
C 0.276 -0.499 0.214
C -1.163 -0.959 0.086
C 1.277 -1.426 0.790
H 0.401 2.648 -0.973
H -1.027 2.101 -0.117
H -0.674 1.384 -1.641
H 1.716 1.058 0.102
H -1.919 0.231 -0.756
H -1.725 -1.071 1.707
H -0.917 -2.406 -0.694
H 0.890 -2.455 0.884
O 2.406 -1.174 1.181

Summary:
HOMO level: -9.368 eV
Energy above the lowest of the compared OMol25 structures with the same formula, charge and spin: 188.7 kcal per mole
Spin multiplicity: 1
LUMO energy: -0.560 eV

These are the Löwdin partial charges, in e, on atoms 1 to 4:
1. C -0.127
2. C -0.090
3. C -0.456
4. C -0.102


# 4
Density functional theory data (ωB97M-V/def2-TZVPD) for a cluster of 2 separate species, C9H8NO5 in total at a distorted geometry.

Cartesian coordinates (Å):
C 3.095 0.046 0.545
C 2.305 1.147 1.087
C 2.555 -0.653 -0.479
C 1.011 1.470 0.608
C 1.225 -0.388 -0.891
C 0.486 0.650 -0.369
C -1.977 1.545 -0.088
C -1.869 -1.167 0.669
C -0.881 0.897 -0.954
N -1.268 -2.269 0.116
O -1.896 2.297 0.896
O -0.149 -2.649 0.493
O -3.133 1.197 -0.584
O -1.896 -2.784 -0.882
O -1.163 0.535 -2.076
H 4.092 -0.026 1.040
H 2.787 1.659 1.953
H 3.031 -1.534 -1.001
H 0.199 2.139 1.011
H 0.760 -1.033 -1.642
H -1.479 -0.730 1.526
H -2.975 -1.138 0.450
H -2.859 0.787 -1.428

Summary:
HOMO level (spin up / spin down): -3.767 / -3.768 eV
Energy above the lowest of the compared OMol25 structures with the same formula, charge and spin: 34.5 kcal per mole
Spin multiplicity: 1
LUMO energy (spin up / spin down): 2.899 / 2.899 eV
Net charge: -1

These are the Löwdin partial charges, in e, on atoms 1 to 4:
1. C -0.105
2. C -0.069
3. C -0.100
4. C -0.026